Record 1
Entry from the OMol25 dataset: C40H39N13O6STa as an isolated structure (ωB97M-V with the def2-TZVPD basis set).

XYZ file:
```
100
Properties=species:S:1:pos:R:3:mulliken_charge:R:1
Ta -0.17 -0.39 0.22 2.977
N -1.86 3.59 2.07 0.184
C -1.71 2.50 1.34 -1.037
N -0.76 1.61 1.53 0.375
C 0.15 1.81 2.56 -0.441
N 1.10 0.96 2.82 -1.802
N 1.15 -0.13 2.01 1.405
C 1.85 -1.13 2.43 -1.126
C 1.75 -2.41 1.76 1.016
C 2.46 -3.50 2.22 -0.811
C 2.23 -4.75 1.67 -0.550
C 1.29 -4.87 0.65 -0.939
C 0.63 -3.73 0.22 -0.462
N 0.85 -2.53 0.75 0.211
C 0.04 2.99 3.39 1.077
C 0.93 3.27 4.43 -0.224
C 0.76 4.40 5.20 -0.992
C -0.29 5.28 4.93 -0.515
C -1.17 5.04 3.89 -1.126
C -1.00 3.89 3.13 0.159
H -2.62 4.22 1.87 0.353
H -2.42 2.34 0.54 0.670
H 2.40 -1.05 3.36 0.611
H 3.19 -3.36 3.01 0.570
H 2.75 -5.62 2.04 0.507
H 1.08 -5.82 0.19 0.530
H -0.11 -3.78 -0.57 0.607
H 1.73 2.57 4.62 0.506
H 1.44 4.60 6.02 0.484
H -0.42 6.16 5.55 0.461
H -1.97 5.73 3.68 0.485
O -1.13 -1.11 1.66 0.095
C -2.21 -0.98 2.44 0.635
C -2.18 -1.41 3.76 -0.666
C -3.30 -1.28 4.56 -0.711
C -4.48 -0.74 4.03 -0.842
C -4.53 -0.34 2.72 -0.906
C -3.39 -0.44 1.90 1.012
C -3.48 -0.15 0.51 -0.624
N -2.45 -0.09 -0.29 0.516
N -2.69 -0.01 -1.62 -1.202
C -1.64 -0.29 -2.32 0.247
O -0.51 -0.58 -1.65 -0.480
C -1.68 -0.28 -3.77 0.887
C -0.51 -0.40 -4.53 -0.026
C -0.58 -0.45 -5.90 -0.998
C -1.81 -0.37 -6.54 -0.480
C -2.98 -0.21 -5.80 -0.781
C -2.92 -0.16 -4.42 -0.678
H -1.26 -1.84 4.15 0.525
H -3.26 -1.60 5.59 0.492
H -5.36 -0.66 4.66 0.466
H -5.44 0.07 2.30 0.500
H -4.47 -0.05 0.06 0.584
H 0.45 -0.44 -4.02 0.572
H 0.32 -0.53 -6.49 0.464
H -1.87 -0.44 -7.62 0.444
H -3.93 -0.12 -6.30 0.449
H -3.81 -0.03 -3.83 0.493
N 3.53 -2.95 -3.37 -0.409
C 3.39 -2.04 -2.39 -0.093
C 2.13 -1.67 -1.87 -0.625
N 2.03 -0.77 -0.89 0.940
C 3.15 -0.22 -0.42 -0.230
C 4.38 -0.62 -0.91 -0.804
N 4.51 -1.52 -1.86 -0.589
H 2.75 -3.31 -3.89 0.203
H 4.46 -3.12 -3.71 0.276
H 1.22 -2.11 -2.25 0.617
H 3.07 0.56 0.32 0.229
H 5.30 -0.20 -0.52 0.508
C 6.78 4.09 -0.33 -0.896
C 6.75 3.90 -1.84 -0.676
S 5.14 3.29 -2.39 1.150
O 4.62 2.40 -1.37 -0.481
O 5.24 2.76 -3.72 -0.764
C 4.06 4.77 -2.48 -0.960
C 2.91 4.92 -1.47 -1.126
N 2.01 3.76 -1.37 0.266
C 1.87 2.94 -0.31 0.575
N 0.98 1.97 -0.59 0.614
C 0.53 2.21 -1.85 -1.079
C 1.14 3.32 -2.35 -0.421
N 0.86 3.92 -3.62 1.045
O 0.01 3.37 -4.28 -0.612
O 1.49 4.92 -3.93 -0.632
C 2.60 3.16 0.96 -1.439
H 7.78 4.36 -0.01 0.425
H 6.50 3.16 0.16 0.176
H 6.09 4.88 -0.01 0.242
H 7.46 3.15 -2.18 0.429
H 6.92 4.83 -2.39 0.441
H 3.68 4.76 -3.50 0.478
H 4.72 5.64 -2.37 0.682
H 2.32 5.77 -1.80 0.442
H 3.29 5.13 -0.47 0.536
H -0.21 1.62 -2.36 0.641
H 2.32 4.11 1.41 0.581
H 3.67 3.18 0.75 0.174
H 2.42 2.36 1.67 0.020
```

Its total charge is +3. The multiplicity is 1. The HOMO energy comes out at -0.5688 hartree. The calculation puts the relative energy (zero: lowest compared OMol25 entry of this formula, charge and spin) at 84.7 kJ/mol. The calculated total energy comes out at -3165.342798 Eh.

Record 2
Entry from the OMol25 dataset: a 2-piece molecular cluster, C40H39N2 overall (ωB97M-V with the def2-TZVPD basis set).

XYZ file:
```
81
Properties=species:S:1:pos:R:3:mulliken_charge:R:1
C -4.08 0.06 2.07 -0.925
C -2.81 -0.49 2.25 -0.511
C -2.09 -1.00 1.17 0.320
C -2.60 -0.88 -0.13 -0.769
C -1.73 -1.23 -1.34 3.864
C -0.53 -2.16 -0.99 0.060
C -0.59 -3.55 -1.13 -0.387
C 0.57 -4.33 -0.99 -1.042
C 1.81 -3.73 -0.81 -0.905
C 1.86 -2.37 -0.50 -1.344
C 0.69 -1.64 -0.55 1.068
C -2.57 -2.06 -2.34 -1.110
C -3.64 -2.86 -1.91 0.110
C -4.29 -3.71 -2.82 -1.072
C -3.88 -3.75 -4.15 -0.503
C -2.76 -3.02 -4.56 -1.131
C -2.07 -2.22 -3.64 -0.041
C -1.28 0.14 -2.00 -0.960
C -2.12 1.40 -1.68 -0.517
C -1.22 2.56 -2.13 -0.722
C 0.20 1.99 -2.28 -0.667
N 0.07 0.62 -1.74 -0.070
C -3.91 -0.38 -0.30 0.285
C -4.65 0.10 0.79 -1.090
H -4.65 0.46 2.92 0.434
H -2.36 -0.52 3.25 0.233
H -1.14 -1.50 1.34 0.129
H -1.53 -4.05 -1.37 0.449
H 0.48 -5.42 -1.05 0.432
H 2.74 -4.29 -0.89 0.451
H 2.80 -1.86 -0.28 0.571
H 0.75 -0.59 -0.30 -0.268
H -3.95 -2.87 -0.87 0.406
H -5.11 -4.34 -2.46 0.413
H -4.43 -4.36 -4.88 0.384
H -2.38 -3.09 -5.58 0.403
H -1.13 -1.75 -3.92 0.395
H -1.39 0.03 -3.10 0.533
H -3.11 1.40 -2.16 0.483
H -2.28 1.49 -0.59 0.051
H -1.55 2.97 -3.10 0.295
H -1.22 3.36 -1.38 0.316
H 0.50 1.99 -3.35 0.434
H 0.97 2.53 -1.72 0.285
H 0.79 0.02 -2.15 0.201
H -4.36 -0.34 -1.30 0.555
H -5.65 0.50 0.62 0.407
C 0.48 -1.55 3.57 -1.571
C 1.59 -1.03 2.77 0.137
N 2.78 -1.66 2.92 0.109
C 3.77 -1.07 2.16 -0.263
C 3.18 0.02 1.48 0.383
C 3.92 0.71 0.52 0.276
C 5.24 0.31 0.28 -1.000
C 5.81 -0.77 0.96 -0.592
C 5.07 -1.49 1.91 -0.996
C 1.76 0.06 1.85 0.333
C 0.87 1.00 1.25 0.876
C 1.08 2.41 1.43 0.420
C 2.25 2.95 2.02 -0.275
C 2.45 4.31 2.15 -1.344
C 1.46 5.21 1.72 1.125
C 1.65 6.67 1.92 -1.432
C 0.28 4.71 1.15 -1.098
C 0.07 3.34 1.04 -0.443
H -0.22 -0.74 3.79 0.219
H -0.06 -2.37 3.07 0.236
H 0.87 -1.96 4.52 0.596
H 2.92 -2.45 3.55 0.303
H 3.48 1.55 -0.01 0.454
H 5.84 0.86 -0.45 0.404
H 6.84 -1.07 0.75 0.417
H 5.45 -2.35 2.46 0.454
H -0.09 0.68 0.84 0.047
H 3.03 2.27 2.40 0.629
H 3.35 4.69 2.64 0.412
H 0.71 7.21 1.83 0.383
H 2.09 6.89 2.90 0.395
H 2.33 7.07 1.16 0.310
H -0.50 5.41 0.82 0.369
H -0.90 2.95 0.70 0.798
```

Its total charge is +1. The multiplicity is 1. The HOMO energy comes out at -0.4003 hartree. The calculation puts the relative energy (zero: lowest compared OMol25 entry of this formula, charge and spin) at 102.0 kJ/mol. The calculated total energy comes out at -1656.888834 Eh.

Record 3
Entry from the OMol25 dataset: C40H40FN5O2S2Ti as an isolated structure (ωB97M-V with the def2-TZVPD basis set).

XYZ file:
```
91
Properties=species:S:1:pos:R:3:mulliken_charge:R:1
Ti -0.30 0.32 -1.36 -0.626
O 1.98 -0.96 -3.17 -0.683
C 2.95 -0.11 -2.71 0.416
C 4.09 -0.69 -2.17 -0.127
C 5.10 0.09 -1.66 -0.282
C 4.98 1.48 -1.68 -0.834
C 3.88 2.06 -2.27 -0.712
C 2.86 1.29 -2.83 0.554
C 1.75 1.96 -3.50 -0.110
N 0.91 1.34 -4.22 -0.270
C -0.28 1.98 -4.71 -1.059
C -1.48 1.38 -3.92 -0.986
N -1.29 1.57 -2.48 0.718
C -1.62 2.78 -2.05 -1.009
C -0.94 3.48 -1.04 0.790
C -1.32 4.79 -0.68 -0.922
C -0.54 5.57 0.14 -0.750
C 0.67 5.06 0.62 -0.665
C 1.07 3.78 0.31 -0.721
C 0.26 2.95 -0.48 0.504
O 0.63 1.71 -0.74 0.935
H 4.14 -1.77 -2.12 0.431
H 5.97 -0.37 -1.20 0.381
H 5.76 2.10 -1.24 0.382
H 3.79 3.14 -2.31 0.353
H 1.70 3.06 -3.36 0.319
H -0.39 1.71 -5.76 0.456
H -0.27 3.08 -4.59 0.371
H -1.51 0.31 -4.14 0.296
H -2.40 1.86 -4.26 0.628
H -2.39 3.32 -2.61 0.273
H -2.25 5.18 -1.09 0.437
H -0.84 6.58 0.39 0.404
H 1.31 5.68 1.24 0.434
H 1.99 3.37 0.68 0.477
C -3.56 -3.10 -0.15 -1.730
C -2.04 -2.91 -0.03 2.509
C -1.34 -4.26 -0.22 -1.586
C -1.67 -2.29 1.31 1.433
C -1.75 -3.09 2.44 -0.584
C -1.33 -2.64 3.67 -1.619
C -0.79 -1.37 3.75 -1.380
C -0.75 -0.49 2.67 1.184
C -0.17 0.87 3.02 0.851
C 1.28 0.98 2.55 -0.998
C -1.04 2.04 2.55 -1.641
C -1.23 -0.95 1.41 -1.279
N -1.43 -0.16 0.22 1.877
C -2.77 0.10 0.05 1.186
C -3.66 0.41 1.10 -0.872
C -4.99 0.67 0.87 -1.004
C -5.53 0.60 -0.41 -0.823
C -4.71 0.22 -1.46 -0.869
C -3.38 -0.03 -1.21 0.232
F -2.62 -0.56 -2.20 -0.033
H -3.82 -3.43 -1.16 0.396
H -4.10 -2.18 0.06 0.422
H -3.90 -3.86 0.56 0.383
H -1.67 -2.26 -0.82 -1.300
H -1.79 -5.04 0.40 0.377
H -0.29 -4.17 0.04 0.206
H -1.42 -4.57 -1.26 0.458
H -2.13 -4.10 2.34 0.276
H -1.38 -3.28 4.54 0.345
H -0.41 -1.03 4.71 0.334
H -0.15 0.93 4.11 0.637
H 1.36 1.01 1.47 -0.369
H 1.85 0.11 2.90 0.349
H 1.74 1.88 2.97 0.486
H -1.19 2.00 1.47 0.119
H -0.57 2.99 2.80 0.496
H -2.02 2.00 3.03 0.352
H -3.27 0.43 2.11 0.385
H -5.64 0.92 1.70 0.406
H -6.58 0.79 -0.58 0.376
H -5.09 0.07 -2.46 0.497
S -0.26 -2.01 -3.58 -0.545
C 0.66 -0.90 -2.79 0.346
C 5.46 -2.63 2.48 -1.296
C 3.99 -2.87 2.26 0.984
C 3.29 -3.84 2.96 -1.055
C 1.96 -4.00 2.61 -0.278
N 1.37 -3.28 1.67 -0.020
C 2.10 -2.34 1.05 -0.882
S 1.44 -1.42 -0.23 0.059
N 3.41 -2.11 1.34 -0.314
H 5.81 -3.16 3.36 0.383
H 5.65 -1.56 2.58 0.287
H 6.01 -2.98 1.60 0.235
H 3.76 -4.45 3.72 0.356
H 1.33 -4.74 3.09 0.459
```

Its total charge is -1. The multiplicity is 2. The HOMO energy (alpha / beta) comes out at -0.1446 / -0.1571 hartree. As for the expectation value of S²: 0.77. The calculation puts the relative energy (zero: lowest compared OMol25 entry of this formula, charge and spin) at 299.3 kJ/mol. The calculated total energy comes out at -3718.314775 Eh.

Record 4
Entry from the OMol25 dataset: C40H40I2LaN6O2S4SbSi as an isolated structure (ωB97M-V with the def2-TZVPD basis set).

XYZ file:
```
97
Properties=species:S:1:pos:R:3:mulliken_charge:R:1
La 0.79 -1.35 -0.71 1.091
C -3.32 -3.13 0.26 -0.350
C -3.28 -4.15 1.17 -1.140
C -2.10 -4.24 1.89 -0.307
C -1.06 -3.35 1.66 -0.581
N -1.15 -2.41 0.74 1.204
C -2.26 -2.29 0.11 -0.566
C 0.27 -3.44 2.30 0.520
C 0.47 -3.90 3.63 -0.862
C 1.76 -3.95 4.07 -0.821
C 2.80 -3.56 3.28 -0.886
C 2.54 -3.12 1.98 0.636
N 1.28 -3.07 1.55 0.506
C 3.63 -2.85 0.97 0.754
C 4.92 -2.54 1.43 -0.933
C 5.88 -2.25 0.43 -0.491
C 5.55 -2.42 -0.90 -0.505
C 4.24 -2.79 -1.21 -0.091
N 3.30 -2.97 -0.31 -0.082
H -4.19 -2.86 -0.36 0.501
H -4.07 -4.86 1.39 0.394
H -1.98 -4.99 2.67 0.446
H -2.35 -1.61 -0.72 0.120
H -0.42 -4.06 4.31 0.330
H 1.93 -4.18 5.10 0.392
H 3.76 -3.49 3.73 0.331
H 5.10 -2.36 2.50 0.268
H 6.89 -1.93 0.67 0.407
H 6.26 -2.15 -1.75 0.146
H 3.89 -2.78 -2.24 0.466
O 1.76 -0.30 1.41 -0.108
N 2.74 0.50 1.35 -1.133
N 3.23 0.63 0.18 1.427
O 2.83 -0.09 -0.90 -0.003
C 4.35 1.52 -0.04 -0.241
C 4.71 2.40 0.99 -0.365
C 5.78 3.26 0.73 -0.405
C 6.47 3.19 -0.48 -0.472
C 6.11 2.27 -1.43 -0.755
C 5.01 1.45 -1.24 0.036
H 4.16 2.43 1.92 0.445
H 6.01 4.10 1.47 0.237
H 7.29 3.86 -0.66 0.397
H 6.56 2.14 -2.40 0.288
H 4.73 0.70 -1.98 0.400
S -3.09 -3.70 -3.18 -0.605
Sb -0.88 -4.10 -3.51 0.771
S -0.56 -1.52 -4.06 -0.345
S 0.66 -4.17 -1.80 -0.462
S -0.40 -5.63 -5.11 -0.647
C -0.51 0.85 -1.23 -1.178
Si -2.03 1.89 -1.18 0.092
C -2.09 2.61 0.58 -1.359
N -1.95 1.70 1.69 0.919
C -3.04 0.71 1.90 0.204
C -2.73 -0.25 3.04 -0.795
C -1.37 0.11 3.67 -0.012
C -1.55 1.56 4.19 -1.139
C -1.74 2.46 2.95 -0.836
C -1.89 3.41 -2.31 0.584
C -0.60 3.80 -2.68 -0.377
C -0.41 4.99 -3.34 -0.779
C -1.40 5.96 -3.50 -0.427
C -2.70 5.55 -3.13 -0.538
C -2.91 4.31 -2.53 -0.351
C -3.65 1.02 -1.68 0.921
C -4.94 1.49 -1.29 -0.291
C -6.07 0.82 -1.73 -0.701
C -5.99 -0.35 -2.49 -0.649
C -4.74 -0.87 -2.86 -0.659
C -3.60 -0.16 -2.43 0.489
H 0.18 1.46 -0.59 0.241
H -0.06 0.91 -2.25 0.466
H -2.85 3.38 0.76 0.489
H -1.14 3.20 0.50 0.403
H -3.18 0.17 0.96 -0.479
H -4.01 1.24 2.00 0.217
H -2.70 -1.25 2.58 -0.014
H -3.48 -0.19 3.75 0.522
H -0.57 -0.01 2.86 -0.285
H -1.12 -0.61 4.46 0.514
H -0.75 1.81 4.86 0.380
H -2.41 1.56 4.78 0.454
H -0.93 3.13 2.68 0.506
H -2.59 3.13 3.12 0.359
H 0.24 3.18 -2.36 0.253
H 0.59 5.35 -3.50 0.330
H -1.21 6.95 -3.95 0.339
H -3.53 6.28 -3.20 0.326
H -3.98 4.08 -2.33 0.125
H -5.01 2.40 -0.70 0.404
H -7.04 1.24 -1.48 0.331
H -6.87 -0.88 -2.85 0.367
H -4.66 -1.67 -3.55 0.671
H -2.58 -0.55 -2.70 -0.566
I 1.71 -1.20 -4.15 0.058
I 7.32 -0.57 -4.24 -0.888
```

Its total charge is -2. The multiplicity is 1. The HOMO energy comes out at -0.0967 hartree. The calculation puts the relative energy (zero: lowest compared OMol25 entry of this formula, charge and spin) at 93.2 kJ/mol. The calculated total energy comes out at -4776.949691 Eh.

Record 5
Entry from the OMol25 dataset: C40H40N8P2S2Se2Ti as an isolated structure (ωB97M-V with the def2-TZVPD basis set).

XYZ file:
```
95
Properties=species:S:1:pos:R:3:mulliken_charge:R:1
Ti -0.99 1.03 2.15 -0.440
S 0.82 1.15 3.96 -0.466
C -0.38 2.19 4.48 0.286
N -1.49 2.36 3.78 0.792
C -2.31 3.31 4.33 -0.676
C -3.52 3.79 3.83 -0.308
C -4.20 4.78 4.52 -1.070
C -3.71 5.30 5.71 -0.501
C -2.51 4.85 6.23 -0.557
C -1.82 3.86 5.54 0.860
S -0.28 3.16 5.96 -0.331
H -3.91 3.45 2.88 0.531
H -5.13 5.15 4.12 0.389
H -4.25 6.08 6.22 0.388
H -2.10 5.25 7.14 0.407
N -1.02 -0.96 2.86 -0.026
C -1.39 -1.34 4.22 -0.613
C -2.85 -1.78 4.33 -0.871
C -3.88 -0.68 4.11 -0.641
C -4.07 -0.28 2.65 -0.539
N -3.11 0.74 2.21 0.254
H -1.54 -1.53 2.18 0.045
H -0.03 -1.16 2.72 0.328
H -1.22 -0.48 4.88 0.297
H -0.76 -2.16 4.57 0.364
H -3.00 -2.20 5.33 0.436
H -3.03 -2.59 3.62 0.301
H -3.61 0.20 4.71 0.297
H -4.83 -1.05 4.48 0.380
H -5.09 0.12 2.54 0.499
H -3.98 -1.17 2.02 0.095
H -3.34 1.59 2.71 -0.293
H -3.28 0.91 1.22 0.246
Se 2.44 2.35 -3.41 -0.346
P 2.68 0.50 -2.42 0.428
C 2.40 -0.98 -3.44 0.351
C 2.02 -0.87 -4.77 -0.674
C 1.83 -2.00 -5.54 -0.734
C 2.05 -3.25 -4.98 -0.640
C 2.48 -3.37 -3.67 -0.935
C 2.64 -2.24 -2.89 0.148
C 4.40 0.32 -1.86 0.779
C 5.31 -0.35 -2.68 -0.254
C 6.65 -0.40 -2.32 -0.742
C 7.08 0.23 -1.16 -0.475
C 6.19 0.94 -0.38 -0.731
C 4.85 1.00 -0.73 -0.563
C 1.62 0.42 -0.97 -0.446
C 0.34 -0.10 -0.65 -0.551
N 0.08 0.36 0.60 2.051
N 1.08 1.14 0.97 -0.242
N 1.99 1.19 0.05 -0.841
P -0.75 -1.30 -1.37 0.168
Se -2.60 -1.39 -0.34 -0.451
C 0.10 -2.89 -1.12 0.795
C -0.10 -4.01 -1.93 -0.238
C 0.50 -5.21 -1.61 -0.922
C 1.33 -5.31 -0.50 -0.574
C 1.53 -4.20 0.31 -0.846
C 0.92 -3.01 0.01 -0.118
C -1.01 -0.91 -3.12 0.987
C -1.79 -1.75 -3.91 -0.810
C -2.03 -1.42 -5.23 -0.929
C -1.52 -0.25 -5.76 -0.726
C -0.80 0.62 -4.96 -0.822
C -0.55 0.29 -3.64 0.077
H 1.90 0.12 -5.20 0.395
H 1.53 -1.92 -6.57 0.433
H 1.92 -4.14 -5.58 0.423
H 2.69 -4.34 -3.25 0.519
H 2.99 -2.32 -1.87 0.663
H 4.97 -0.83 -3.59 0.381
H 7.35 -0.93 -2.95 0.403
H 8.12 0.17 -0.88 0.384
H 6.54 1.46 0.50 0.426
H 4.15 1.55 -0.13 0.384
H -0.72 -3.93 -2.81 0.210
H 0.33 -6.07 -2.24 0.454
H 1.81 -6.25 -0.27 0.405
H 2.18 -4.27 1.17 0.496
H 1.08 -2.15 0.65 0.389
H -2.23 -2.64 -3.49 0.502
H -2.62 -2.08 -5.84 0.455
H -1.70 0.00 -6.80 0.403
H -0.41 1.55 -5.36 0.489
H 0.00 0.98 -3.02 0.411
N 0.16 3.90 -0.23 0.190
C -0.73 3.37 -1.12 -0.773
C -1.62 2.65 -0.38 -0.440
N -1.28 2.73 0.95 0.150
C -0.19 3.48 1.00 -0.560
H 0.98 4.44 -0.49 0.298
H -0.66 3.56 -2.17 0.484
H -2.47 2.09 -0.72 0.555
H 0.32 3.78 1.90 0.436
```

The multiplicity is 3. The HOMO energy (alpha / beta) comes out at -0.1879 / -0.2694 hartree. As for the expectation value of S²: 2.01. The calculation puts the relative energy (zero: lowest compared OMol25 entry of this formula, charge and spin) at 138.9 kJ/mol. The calculated total energy comes out at -9117.869687 Eh.